No. 1
Here is a structure of composition C24H20B2Cl3F4N10O2W from the Open Molecules 2025 dataset. Energies are from the ωB97M-V functional and the def2-TZVPD basis.

Output
Orbital gap (alpha / beta), Ha: 0.23285 / 0.20866
HOMO level (alpha / beta), eV: -10.6 / -10.9
<S²>: 2.018
Electronic energy, eV: -95826.7538
Lowest unoccupied orbital energy (alpha / beta), hartree: -0.156 / -0.193
ΔE to the lowest compared entry with this formula, charge and spin, kJ/mol: 78.5

Geometry as ORCA input:
```
! wB97M-V def2-TZVPD RIJCOSX def2/J DEFGRID3
* xyz 1 3
W 0.31530 0.72813 0.02063
C 2.62517 -2.62229 1.41966
C 1.54069 -2.09144 0.74414
N 1.76499 -0.79913 0.47036
N 2.97526 -0.48248 0.98058
C 3.51316 -1.56236 1.54483
B 3.55470 0.92353 0.71067
N 2.73817 1.98434 1.46644
C 3.13223 2.93511 2.31807
C 2.06889 3.78752 2.55748
C 1.03006 3.28551 1.78832
N 1.44490 2.20093 1.12369
N 3.29780 1.20380 -0.78014
C 4.15451 1.56813 -1.73656
C 3.44121 1.86166 -2.88602
C 2.11279 1.66186 -2.54476
N 2.02892 1.26559 -1.26338
H 2.75699 -3.63280 1.76193
H 0.61586 -2.56125 0.45024
H 4.49834 -1.51770 1.97833
H 4.71182 0.97583 0.98836
H 4.14509 2.94679 2.68482
H 2.04929 4.65337 3.19414
H 0.01798 3.63399 1.68800
H 5.21157 1.60065 -1.53073
H 3.82293 2.17544 -3.84087
H 1.24172 1.72315 -3.18298
O -3.78620 -0.89801 3.42758
C -2.78907 -0.48042 4.21706
C -3.05262 -0.41894 5.58732
C -2.07952 -0.00063 6.46502
C -0.80978 0.37311 6.01168
C -0.53897 0.31627 4.66791
C -1.51263 -0.11265 3.74921
C -1.17936 -0.13838 2.33952
O 0.03181 0.20259 1.97737
N -2.05605 -0.52379 1.43731
N -1.46094 -0.48831 0.21633
C -2.02557 -0.99436 -0.81420
C -1.14086 -1.16267 -1.94937
C -1.48542 -1.87454 -3.07471
C -0.48905 -2.21374 -3.98176
C 0.81322 -1.86949 -3.68931
C 1.07963 -1.11663 -2.55667
N 0.12507 -0.72976 -1.71225
H -3.49504 -0.88639 2.49715
H -4.03819 -0.70455 5.92789
H -2.30537 0.04198 7.52257
H -0.05522 0.70454 6.71061
H 0.43133 0.60516 4.28788
H -3.02792 -1.40214 -0.77049
H -2.51449 -2.16898 -3.22470
H -0.73123 -2.75392 -4.88595
H 1.63198 -2.14437 -4.33763
H 2.09062 -0.82198 -2.32399
Cl -3.47395 2.79793 -3.55818
C -1.87438 3.17496 -3.20526
Cl -0.61456 1.06945 -4.61743
Cl -1.15144 4.58586 -3.78400
C -1.11363 2.34521 -2.38918
N -0.50988 1.83438 -1.53881
F -3.34595 2.73468 1.82247
B -3.14660 2.70411 0.52133
F -1.04890 1.93000 0.77216
F -2.74048 3.78674 -0.11990
F -3.53837 1.64789 -0.18356
*
```

---

No. 2
Here is a structure of composition C24H20BBrClIN5O3PdS2 from the Open Molecules 2025 dataset. Energies are from the ωB97M-V functional and the def2-TZVPD basis.

Output
Orbital gap (alpha / beta), Ha: 0.25026 / 0.22352
HOMO level (alpha / beta), eV: -4.4 / -4.4
<S²>: 2.017
Electronic energy, eV: -155302.7521
Lowest unoccupied orbital energy (alpha / beta), hartree: 0.088 / 0.062
ΔE to the lowest compared entry with this formula, charge and spin, kJ/mol: 0.0

Geometry as ORCA input:
```
! wB97M-V def2-TZVPD RIJCOSX def2/J DEFGRID3
* xyz -1 3
Pd -1.21020 -0.61619 0.34198
C -0.90465 -4.18206 -1.01373
N -1.56074 -3.02289 -1.57929
C -1.34665 -2.56067 -2.84345
C -2.04681 -1.41389 -2.97712
N -2.68956 -1.14991 -1.79526
B -3.83855 -0.05481 -1.67973
N -3.22481 1.36266 -1.47278
C -3.03539 2.29988 -2.47002
C -2.54587 3.42314 -1.91213
N -2.44177 3.17199 -0.55570
C -1.87367 4.08220 0.41496
C -2.86591 1.90844 -0.29722
S -2.87390 1.15482 1.24119
C -2.35588 -2.13526 -0.89628
S -2.95947 -2.38785 0.69376
H -1.30151 -5.09484 -1.46010
H -1.09352 -4.19004 0.05357
H 0.16706 -4.11617 -1.19368
H -0.68050 -3.06031 -3.52599
H -2.12657 -0.74815 -3.81838
H -4.55386 -0.33739 -0.76492
H -4.39364 -0.03918 -2.75927
H -3.24315 2.07328 -3.50211
H -2.23296 4.35752 -2.34684
H -0.96747 4.52942 0.00733
H -1.62835 3.51428 1.30832
H -2.58419 4.86769 0.67731
Cl 5.27274 -3.99111 1.59412
C 3.87852 -3.20483 0.87567
C 3.99244 -2.64936 -0.37003
C 2.89650 -2.02879 -0.97273
I 3.07245 -1.23502 -2.90159
C 1.62487 -1.92231 -0.37100
O 0.61996 -1.40343 -0.94251
C 1.54716 -2.50198 0.96916
N 0.34873 -2.41118 1.57759
C 0.16935 -2.96703 2.74580
C 1.19052 -3.66425 3.41659
C 2.42413 -3.75178 2.83628
C 2.65006 -3.16057 1.57207
H 4.94045 -2.69977 -0.88899
H -0.81682 -2.85202 3.18703
H 0.99529 -4.11632 4.38118
H 3.23452 -4.27549 3.32552
Br 1.39499 3.46170 -2.02584
C 1.73776 3.59505 -0.16499
C 2.47176 4.71329 0.21765
C 2.78334 4.92649 1.54986
C 2.36386 4.01593 2.50819
C 1.63672 2.90369 2.11842
C 1.30361 2.66557 0.78277
C 0.44221 1.43701 0.51750
O 0.29829 0.63516 1.48516
O -0.11895 1.28525 -0.58537
H 2.80257 5.41022 -0.54084
H 3.35289 5.80424 1.83471
H 2.60267 4.17294 3.55365
H 1.29990 2.17296 2.84049
*
```

---

No. 3
Here is a structure of composition C24H20Br2N9O2Os from the Open Molecules 2025 dataset. Energies are from the ωB97M-V functional and the def2-TZVPD basis.

Output
Orbital gap (alpha / beta), Ha: 0.26574 / 0.23063
HOMO level (alpha / beta), eV: -16.5 / -17.5
<S²>: 6.046
Electronic energy, eV: -185243.0467
Lowest unoccupied orbital energy (alpha / beta), hartree: -0.342 / -0.411
ΔE to the lowest compared entry with this formula, charge and spin, kJ/mol: 455.0

Geometry as ORCA input:
```
! wB97M-V def2-TZVPD RIJCOSX def2/J DEFGRID3
* xyz 3 5
Os 0.14705 0.20288 0.32588
N -2.20856 2.51368 -0.98365
C -2.00686 2.47809 0.32939
N -2.33653 3.51834 1.04375
C -2.07542 3.55000 2.35423
N -2.31214 4.66889 2.98164
N -1.59202 2.43278 2.98615
C -1.27333 1.25442 2.26452
N -1.42751 1.35572 0.86229
C 0.88841 -0.44170 2.67760
C 1.17900 -1.01371 3.89797
C 1.69861 -2.30531 3.91712
C 1.91920 -2.98531 2.72693
C 1.62826 -2.34950 1.53576
N 1.15069 -1.10149 1.52486
H -2.67840 3.31728 -1.37433
H -2.07216 1.70149 -1.55698
H -2.68946 5.42888 2.43442
H -2.05322 4.81964 3.95645
H 1.01451 -0.47116 4.81632
H 1.93268 -2.77960 4.86130
H 2.31427 -3.99101 2.71505
H 1.79510 -2.82206 0.57721
C 2.08689 0.77855 -2.05807
C 1.05616 -0.21570 -2.49459
C 1.05390 -0.76069 -3.78053
C 0.08454 -1.65909 -4.15540
C -0.90303 -2.05123 -3.23103
C -1.96001 -2.98637 -3.50928
Br -2.12045 -3.73875 -5.20861
C -2.87612 -3.34417 -2.53047
C -2.78878 -2.82976 -1.25227
Br -3.99951 -3.32060 0.07709
C -1.75239 -1.90343 -0.89178
O -1.59836 -1.45289 0.26690
C -0.83612 -1.49891 -1.95059
N 0.11326 -0.58366 -1.60271
H 2.77271 1.01705 -2.86811
H 2.68583 0.37407 -1.23519
H 1.61898 1.71346 -1.73785
H 1.82360 -0.46271 -4.47870
H 0.08159 -2.07185 -5.15590
H -3.66494 -4.04596 -2.76738
N -2.79180 2.37683 6.37446
C -1.95604 2.95371 5.51419
O -1.57587 4.10663 5.60427
C -1.33345 2.05513 4.40861
C 0.19044 2.20829 4.46942
C 0.93902 1.75827 3.47006
N 0.39851 0.90567 2.43642
C -1.85127 0.15377 3.12504
C -1.80927 0.60059 4.37015
H -3.13957 2.94229 7.13782
H -3.16574 1.45033 6.28431
H 0.62512 2.81209 5.25517
H 2.00930 1.92285 3.43315
H -2.12604 -0.81888 2.74127
H -2.02877 0.02632 5.25788
*
```

---

No. 4
Here is a structure of composition C24H20CrN3OTe from the Open Molecules 2025 dataset. Energies are from the ωB97M-V functional and the def2-TZVPD basis.

Output
Orbital gap (alpha / beta), Ha: 0.30418 / 0.32067
HOMO level (alpha / beta), eV: -11.2 / -11.8
<S²>: 6.020
Electronic energy, eV: -67439.6482
Lowest unoccupied orbital energy (alpha / beta), hartree: -0.109 / -0.112
ΔE to the lowest compared entry with this formula, charge and spin, kJ/mol: 26.2

Geometry as ORCA input:
```
! wB97M-V def2-TZVPD RIJCOSX def2/J DEFGRID3
* xyz 1 5
Cr 5.27473 11.38075 8.22857
O 3.46833 11.50576 4.64849
C 4.03380 11.70613 5.69648
N 4.44354 10.81922 6.59194
C 4.27675 9.40448 6.40707
C 5.07114 8.61171 7.50847
C 5.03636 7.25503 7.47639
C 5.67556 6.56620 8.51799
C 6.37848 7.26461 9.45194
C 6.36864 8.65199 9.39636
N 5.63864 9.33397 8.49809
C 4.21981 13.14285 6.22863
C 3.93062 14.27119 5.52208
C 3.89372 15.45860 6.22132
C 4.16072 15.45268 7.58382
C 4.45472 14.30058 8.23495
N 4.48246 13.16602 7.57050
H 4.72790 9.14439 5.43020
H 3.22317 9.14554 6.42356
H 4.41106 6.76999 6.73129
H 5.55761 5.49429 8.57668
H 6.97877 6.76430 10.23967
H 7.04716 9.18960 10.14660
H 3.65413 14.17262 4.46763
H 3.64865 16.39350 5.76964
H 4.10477 16.39534 8.15520
H 4.80046 14.39419 9.26035
Te 6.74414 11.98478 10.63609
C 5.83058 13.72408 11.51739
C 6.54112 14.92148 11.53231
C 5.88152 16.06020 11.91243
C 4.55282 15.98071 12.39298
C 3.94497 14.74494 12.58819
C 4.55934 13.63226 12.10535
C 5.90808 10.40738 11.82006
C 6.47652 10.08396 13.03942
C 6.07325 8.95185 13.75551
C 5.10480 8.14778 13.16734
C 4.52931 8.44671 11.95293
C 4.82037 9.66306 11.35040
H 7.53855 15.02311 11.10460
H 6.40601 17.03430 11.90975
H 4.04383 16.88676 12.63806
H 2.94962 14.65270 13.00707
H 4.06353 12.70064 12.16524
H 7.32282 10.60094 13.47214
H 6.58698 8.69551 14.70712
H 4.85407 7.24516 13.66139
H 3.80795 7.75770 11.50973
H 4.34230 9.92041 10.39113
*
```

---

Question: ΔE to the lowest compared entry with this formula, charge and spin of number 3 (C24H20Br2N9O2Os)?
Answer: 455.0 kJ/mol

---

Question: Which value of ΔE to the lowest compared entry with this formula, charge and spin does entry 1 give?
Answer: 78.5 kJ/mol

---

Question: What is the formula in the fourth record?
Answer: C24H20CrN3OTe

---

Question: <S²> of number 2 (C24H20BBrClIN5O3PdS2)?
Answer: 2.017